Here is a structure of composition C5H8N2O in a non-equilibrium geometry from the Open Molecules 2025 dataset. Energies are from ωB97M-V with the def2-TZVPD basis set.

The value obtained for the HOMO-LUMO gap is 9.55 eV. The calculation puts the molar mass at 112.13 g/mol.

Structure (ORCA input):
```
! wB97M-V def2-TZVPD RIJCOSX def2/J DEFGRID3
* xyz 2 1
C 1.6395 1.9243 -0.2071
C 0.1990 0.7360 0.1592
C -1.7273 1.2727 -0.3213
C -1.2580 -1.1347 -0.1833
C -0.1688 -0.6308 0.6179
N 0.9098 1.1231 -0.9718
N 0.9503 1.5992 0.9227
O -2.6196 1.9662 -0.5368
H 2.4499 2.6460 -0.4439
H -1.7444 -2.0558 0.1599
H -2.1581 -0.4724 0.0864
H -0.8945 -1.3436 -1.1981
H 0.7637 -1.1516 0.3564
H -0.2908 -0.7200 1.6879
H 1.1361 0.6735 -1.8888
H 0.9712 1.6726 1.9214
*
```

=====

Here is the molecule C5H8N2O2 in a non-equilibrium geometry from the Open Molecules 2025 dataset. Energies are from ωB97M-V with the def2-TZVPD basis set.

As for the SMILES: C=C/N=N\[C@H](C)C(=O)O. The value obtained for the HOMO-LUMO gap is 8.59 eV. The calculation puts the molar mass at 128.13 g/mol.

Structure (ORCA input):
```
! wB97M-V def2-TZVPD RIJCOSX def2/J DEFGRID3
* xyz 0 1
C -0.3686 -0.8894 0.8758
C 0.5569 -2.0649 0.5818
C -0.9570 -0.2050 -0.4381
C 0.6998 1.1001 -0.6056
C 0.4806 2.2783 -1.1952
O -2.0098 0.6417 -0.1286
N 0.3620 0.1461 1.6094
N 0.8785 1.0635 1.0660
O -1.0214 -0.8769 -1.4479
H -1.8403 1.1616 0.6678
H -1.2129 -1.1996 1.4974
H 1.4029 0.3962 -1.0438
H 1.4827 -1.7278 0.1180
H 0.0503 -2.7282 -0.1151
H 0.7980 -2.6023 1.4966
H 0.9148 2.5138 -2.1567
H -0.2167 2.9930 -0.7818
*
```

=====

Here is the molecule C5H8N2O2S in a non-equilibrium geometry from the Open Molecules 2025 dataset. Energies are from ωB97M-V with the def2-TZVPD basis set.

The value obtained for the HOMO-LUMO gap is 9.12 eV. The calculation puts the molar mass at 160.20 g/mol.

Structure (ORCA input):
```
! wB97M-V def2-TZVPD RIJCOSX def2/J DEFGRID3
* xyz 0 1
C -3.2955 -1.5357 0.2574
C -0.9687 -1.1573 -0.2387
C -2.2447 -0.6737 -0.0846
C 1.4109 -1.0956 -0.4497
C 0.1486 1.0213 -0.2470
N -4.0429 -2.2375 0.7753
N 0.1675 -0.4730 -0.2701
O -3.0953 1.4590 1.3310
O -4.1663 0.9182 -0.9762
S -2.8590 1.0501 -0.2955
H -0.8421 -2.2816 -0.3251
H 1.9515 -0.9790 -1.5412
H 2.1772 -0.5789 0.1931
H 1.2363 -2.1539 -0.3304
H -0.5984 1.1706 0.5185
H 1.1725 1.2595 0.0453
H -0.0999 1.3717 -1.2126
H -4.0595 1.7082 1.5876
*
```

=====

Across the entries above, ΔE to the lowest compared entry with this formula, charge and spin takes the values 136.0; 466.5; 374.4 kJ/mol, respectively.